[1]
Below is C22H15Cl2N8O3Te4Ti as an isolated structure, with properties calculated with ωB97M-V/def2-TZVPD.

* F_max: 1.3 eV Å⁻¹
* E_LUMO (alpha / beta): -0.0296 / -0.0616 Eh
* gap between HOMO and LUMO (alpha / beta): 6.27 / 5.45 eV
* relative energy (zero: lowest compared OMol25 entry of this formula, charge and spin): 28.6 kcal per mole

```
! RIJCOSX wB97M-V def2-TZVPD def2/J DEFGRID3
* xyz 0 2
Ti 0.57 0.86 1.17
Cl 0.18 -6.03 0.28
C 0.77 -4.41 0.25
C -0.05 -3.41 0.77
C 0.38 -2.09 0.76
N -0.27 -1.00 1.33
C -1.34 -1.13 2.15
O -2.23 -1.96 2.12
C -1.25 -0.13 3.28
C -2.06 -0.20 4.39
C -1.72 0.57 5.50
C -0.59 1.37 5.45
C 0.15 1.42 4.28
N -0.19 0.69 3.21
C 1.63 -1.80 0.20
C 2.46 -2.80 -0.28
C 2.02 -4.11 -0.27
Cl 3.06 -5.35 -0.90
N 2.05 -0.43 0.14
C 2.56 0.07 -1.07
O 3.42 0.91 -1.13
C 1.93 -0.49 -2.33
C 2.69 -0.50 -3.48
C 2.10 -0.95 -4.65
C 0.77 -1.35 -4.62
C 0.09 -1.28 -3.41
N 0.65 -0.87 -2.28
H -1.02 -3.66 1.17
H -2.90 -0.87 4.38
H -2.33 0.54 6.39
H -0.27 1.96 6.30
H 1.02 2.05 4.18
H 3.43 -2.56 -0.68
H 3.72 -0.16 -3.45
H 2.66 -0.99 -5.57
H 0.27 -1.70 -5.50
H -0.95 -1.58 -3.34
Te -0.19 3.60 1.83
Te -2.61 6.64 3.55
Te -3.85 5.54 1.55
Te -1.84 4.58 -0.06
N -3.45 0.90 -2.45
C -2.19 1.35 -2.20
C -1.58 1.13 -0.95
N -0.34 1.52 -0.72
C 0.33 2.15 -1.70
C -0.29 2.36 -2.92
N -1.53 1.95 -3.18
H -4.06 0.71 -1.68
H -3.89 1.28 -3.28
H -2.12 0.63 -0.15
H 1.33 2.49 -1.49
H 0.24 2.87 -3.71
O 2.27 1.51 1.32
N 2.34 0.12 1.47
*
```

=====

[2]
Below is a single C4H4OS2 molecule, with properties calculated with ωB97M-V/def2-TZVPD.

* F_max: 3.6 eV Å⁻¹
* E_LUMO: -0.0003 Eh
* SMILES string: C=C1SCSC1=O
* gap between HOMO and LUMO: 8.93 eV
* relative energy (zero: lowest compared OMol25 entry of this formula, charge and spin): 18.0 kcal per mole

```
! RIJCOSX wB97M-V def2-TZVPD def2/J DEFGRID3
* xyz 0 1
C -1.24 -1.47 -0.54
C -0.37 -0.50 -0.48
S 1.32 -0.86 0.00
C 1.62 0.64 0.80
S 0.48 1.98 0.32
C -0.72 0.99 -0.67
O -1.80 1.37 -1.10
H -2.20 -1.14 -0.88
H -1.12 -2.62 -0.21
H 2.61 1.05 0.85
H 1.42 0.57 1.89
*
```

=====

[3]
Below is C13H25ClCoEuNSi as an isolated structure, with properties calculated with ωB97M-V/def2-TZVPD.

* F_max: 2.7 eV Å⁻¹
* E_LUMO (alpha / beta): 0.0956 / 0.0831 Eh
* gap between HOMO and LUMO (alpha / beta): 6.03 / 5.96 eV
* relative energy (zero: lowest compared OMol25 entry of this formula, charge and spin): 0.0 kcal per mole

```
! RIJCOSX wB97M-V def2-TZVPD def2/J DEFGRID3
* xyz -1 11
Eu -0.54 0.00 -0.84
Cl -0.84 1.87 -2.84
C -2.83 -0.77 -0.51
H -2.97 -1.34 0.42
H -3.13 -1.34 -1.41
H -3.34 0.21 -0.46
Co -0.19 -0.13 -3.77
C 1.71 0.12 -4.16
C -1.31 -0.44 -5.36
C 0.06 -1.85 -3.31
H -1.66 -1.49 -5.38
H -2.18 0.25 -5.33
H -0.70 -0.23 -6.25
H 2.35 -0.73 -3.84
H 1.75 0.20 -5.27
H 2.08 1.07 -3.72
H -0.82 -2.51 -3.11
H 1.04 -2.24 -2.95
C 2.45 0.82 -0.38
Si 1.85 0.59 1.39
C 2.43 -1.06 2.04
C 2.40 1.97 2.51
N 0.12 0.61 1.34
C -0.82 0.37 2.31
C -1.08 -0.96 2.78
C -1.94 -1.15 3.85
C -2.61 -0.06 4.42
C -2.44 1.23 3.91
C -1.58 1.45 2.83
H 3.54 0.92 -0.31
H 2.05 1.73 -0.86
H 2.26 -0.04 -1.06
H 3.52 -1.03 2.20
H 1.95 -1.30 2.99
H 2.21 -1.87 1.33
H 2.16 2.95 2.08
H 1.88 1.90 3.48
H 3.48 1.92 2.69
H -0.56 -1.79 2.29
H -2.10 -2.16 4.23
H -3.28 -0.22 5.28
H -2.97 2.08 4.34
H -1.42 2.44 2.40
*
```

=====

[4]
Below is a 2-piece molecular cluster, C16H17N overall, with properties calculated with ωB97M-V/def2-TZVPD.

* F_max: 4.6 eV Å⁻¹
* E_LUMO: 0.0259 Eh
* SMILES string: Cc1c[nH]c2ccccc12.Cc1ccccc1
* gap between HOMO and LUMO: 8.59 eV
* relative energy (zero: lowest compared OMol25 entry of this formula, charge and spin): 45.1 kcal per mole

```
! RIJCOSX wB97M-V def2-TZVPD def2/J DEFGRID3
* xyz 0 1
C 2.50 -1.74 2.89
C 1.14 -1.27 2.59
C 0.44 -1.53 1.44
N -0.91 -1.05 1.40
C -0.94 -0.39 2.65
C -1.97 0.43 3.14
C -1.74 1.17 4.28
C -0.60 0.96 5.06
C 0.49 0.25 4.56
C 0.26 -0.46 3.39
H 2.89 -2.54 2.24
H 2.48 -2.16 3.89
H 3.24 -0.94 2.89
H 0.70 -2.35 0.79
H -1.43 -0.81 0.59
H -2.75 0.64 2.41
H -2.49 1.96 4.33
H -0.40 1.37 6.04
H 1.52 0.07 4.92
C -0.85 2.44 -3.08
C -0.15 1.22 -3.53
C 0.72 1.13 -4.62
C 0.89 -0.06 -5.35
C 0.37 -1.26 -4.89
C -0.51 -1.16 -3.78
C -0.75 0.02 -3.15
H -0.46 3.38 -3.48
H -0.89 2.60 -1.98
H -1.89 2.49 -3.39
H 1.49 1.92 -4.87
H 1.49 -0.09 -6.27
H 0.64 -2.26 -5.27
H -1.00 -2.06 -3.45
H -1.54 0.08 -2.38
*
```

=====

[5]
Below is C6H9FS as an isolated structure, with properties calculated with ωB97M-V/def2-TZVPD.

* F_max: 4.5 eV Å⁻¹
* E_LUMO: 0.0292 Eh
* gap between HOMO and LUMO: 9.36 eV
* relative energy (zero: lowest compared OMol25 entry of this formula, charge and spin): 62.0 kcal per mole

```
! RIJCOSX wB97M-V def2-TZVPD def2/J DEFGRID3
* xyz 0 1
C -0.43 1.98 0.74
C -0.20 0.52 0.37
C -0.56 -0.87 0.89
C -0.04 -1.27 -0.51
C 1.58 -1.25 -0.50
C -0.45 0.02 -1.07
H 0.04 2.78 -0.07
H -0.16 2.37 1.82
H -1.45 2.15 0.51
H -1.80 -0.98 1.05
H -0.16 -1.14 1.89
H 1.98 -2.07 0.07
H 2.10 -1.04 -1.58
H -1.55 -0.01 -1.27
H 0.10 0.78 -1.79
F -0.60 -2.39 -0.98
S 1.61 0.43 0.42
*
```

=====

[6]
Below is a 2-piece molecular cluster, C5H9F overall, with properties calculated with ωB97M-V/def2-TZVPD.

* F_max: 3.9 eV Å⁻¹
* E_LUMO: 0.0202 Eh
* gap between HOMO and LUMO: 11.09 eV
* relative energy (zero: lowest compared OMol25 entry of this formula, charge and spin): 66.4 kcal per mole

```
! RIJCOSX wB97M-V def2-TZVPD def2/J DEFGRID3
* xyz 0 1
C -0.13 0.32 1.32
C -0.75 0.08 -0.02
C 0.73 0.03 0.19
C -1.54 -1.10 -0.43
C 1.90 0.69 -0.55
F 1.29 -1.78 0.30
H -0.13 1.32 1.74
H -0.23 -0.48 1.94
H -0.99 0.91 -0.64
H -1.05 -1.42 -1.27
H -2.58 -0.88 -0.49
H -1.61 -1.80 0.38
H 2.55 -0.05 -0.96
H 2.37 1.29 0.16
H 1.52 1.47 -1.15
*
```

=====

[7]
Below is a single C3H7N3 molecule, with properties calculated with ωB97M-V/def2-TZVPD.

* F_max: 2.5 eV Å⁻¹
* E_LUMO: 0.0314 Eh
* SMILES string: C=N/N=C\CN
* gap between HOMO and LUMO: 10.06 eV
* relative energy (zero: lowest compared OMol25 entry of this formula, charge and spin): 54.8 kcal per mole

```
! RIJCOSX wB97M-V def2-TZVPD def2/J DEFGRID3
* xyz 0 1
C -2.69 -0.36 0.06
N -1.65 -0.01 -0.58
N -0.98 1.17 -0.20
C 0.27 1.05 0.09
C 1.05 -0.27 0.20
N 2.47 -0.02 -0.26
H -3.21 -1.23 -0.32
H -3.20 0.29 0.88
H 0.77 1.98 0.27
H 1.14 -0.59 1.33
H 0.46 -1.18 -0.26
H 2.55 0.01 -1.32
H 3.02 -0.83 0.12
*
```

=====

[8]
Below is C29H57Cl3GdN2O3PSi as an isolated structure, with properties calculated with ωB97M-V/def2-TZVPD.

* F_max: 7.8 eV Å⁻¹
* E_LUMO (alpha / beta): 0.0134 / -0.0571 Eh
* gap between HOMO and LUMO (alpha / beta): 5.45 / 5.64 eV
* relative energy (zero: lowest compared OMol25 entry of this formula, charge and spin): 69.4 kcal per mole

```
! RIJCOSX wB97M-V def2-TZVPD def2/J DEFGRID3
* xyz 0 8
C -2.47 -2.06 -5.40
C -1.65 -2.27 -4.17
H -3.05 -2.92 -5.78
H -1.75 -1.83 -6.18
H -3.16 -1.21 -5.28
C -0.92 -3.42 -4.09
C -0.60 -4.25 -5.29
H -0.51 -3.84 -3.18
H 0.01 -3.67 -5.96
H -1.46 -4.61 -5.89
H 0.02 -5.11 -4.99
Gd 1.59 1.66 0.70
Cl -1.16 1.37 0.66
Cl 3.14 3.19 -0.73
H 1.33 6.63 3.33
H -1.13 7.05 3.01
C 1.38 6.11 2.37
C -1.03 6.61 2.01
N 0.04 5.63 2.03
H 2.08 5.28 2.44
C -0.11 4.40 1.59
O 0.89 3.62 1.53
H -1.96 6.08 1.73
H -1.13 4.04 1.32
H 1.75 6.81 1.61
H -0.80 7.40 1.28
H 2.01 -0.89 -3.41
H 2.63 -3.88 -2.31
C 3.02 -0.92 -2.98
C 3.48 -3.22 -2.11
N 3.07 -1.85 -1.84
H 3.31 0.08 -2.64
C 3.00 -1.49 -0.56
O 2.89 -0.35 -0.01
H 4.03 -3.61 -1.24
H 3.12 -2.32 0.16
H 3.71 -1.29 -3.76
H 4.14 -3.25 -2.99
O -1.16 0.05 -3.26
C -1.91 -1.27 -3.00
C -0.18 -2.43 -1.45
C -1.44 -1.82 -1.65
H 0.60 -2.38 -2.22
C 0.06 -3.27 -0.35
H -2.99 -1.11 -2.94
C -2.39 -2.03 -0.66
H 1.02 -3.79 -0.23
C -0.93 -3.51 0.59
C -2.14 -2.85 0.43
H -3.42 -1.63 -0.81
H -0.75 -4.18 1.47
H -2.92 -2.99 1.20
Si -1.28 1.54 -3.78
Cl 1.06 0.94 -1.40
C 0.27 2.74 -4.24
C -1.88 2.73 -2.49
C -2.14 1.34 -5.42
H 1.05 3.02 -3.51
H -0.13 3.72 -4.52
H 0.85 2.47 -5.14
H -1.49 0.57 -5.91
H -2.31 2.27 -6.03
H -3.08 0.85 -5.14
H -2.45 2.21 -1.73
H -2.56 3.40 -3.02
H -1.15 3.37 -1.97
C 1.91 -2.51 2.95
C 0.57 -2.07 3.56
C 0.61 -2.19 5.08
P 0.04 -0.44 2.87
C -1.76 -0.18 3.31
C -2.45 -1.32 4.05
C -2.07 1.19 3.92
C 1.10 0.88 3.66
C 1.04 0.92 5.19
C 2.57 0.81 3.18
H 2.76 -1.93 3.34
H 1.90 -2.43 1.85
H 2.09 -3.57 3.20
H -0.20 -2.77 3.17
H 1.54 -1.79 5.50
H -0.25 -1.72 5.57
H 0.58 -3.26 5.33
H -2.16 -0.16 2.28
H -2.15 -1.38 5.10
H -3.53 -1.13 4.03
H -2.28 -2.29 3.57
H -1.59 2.00 3.36
H -3.15 1.35 3.85
H -1.79 1.26 4.98
H 0.65 1.82 3.29
H 1.76 0.22 5.63
H 1.32 1.93 5.52
H 0.04 0.71 5.59
H 2.75 0.29 2.21
H 2.99 1.84 3.12
H 3.19 0.26 3.90
*
```

=====

[9]
Below is a single C4H4O2S molecule, with properties calculated with ωB97M-V/def2-TZVPD.

* F_max: 1.1 eV Å⁻¹
* E_LUMO: 0.0214 Eh
* SMILES string: O=C[C@@H]1OC=CS1
* gap between HOMO and LUMO: 8.90 eV
* relative energy (zero: lowest compared OMol25 entry of this formula, charge and spin): 36.8 kcal per mole

```
! RIJCOSX wB97M-V def2-TZVPD def2/J DEFGRID3
* xyz 0 1
O 0.39 0.79 -2.60
C 0.56 0.16 -1.59
C 0.29 0.70 -0.18
O 1.27 0.14 0.69
C 0.77 -0.88 1.46
C -0.53 -1.07 1.45
S -1.35 0.09 0.39
H 0.98 -0.86 -1.61
H 0.37 1.78 -0.16
H 1.58 -1.41 1.96
H -1.09 -1.84 1.99
*
```

=====

[10]
Below is a 2-piece molecular cluster, C2H10N2 overall, with properties calculated with ωB97M-V/def2-TZVPD.

* F_max: 4.4 eV Å⁻¹
* E_LUMO: 0.0403 Eh
* SMILES string: NCN.C
* gap between HOMO and LUMO: 10.03 eV
* relative energy (zero: lowest compared OMol25 entry of this formula, charge and spin): 26.0 kcal per mole

```
! RIJCOSX wB97M-V def2-TZVPD def2/J DEFGRID3
* xyz 0 1
N 0.05 -1.83 3.77
C -0.68 -0.69 3.12
N -0.13 0.67 3.08
H -0.38 -2.63 3.21
H 0.97 -1.78 3.36
H -0.86 -0.94 2.05
H -1.65 -0.54 3.72
H 0.78 0.91 3.25
H -0.82 1.27 3.60
C 0.53 1.10 -5.86
H 0.09 0.41 -6.56
H 0.67 0.61 -4.91
H -0.07 2.04 -5.64
H 1.50 1.41 -6.18
*
```

=====

[11]
Below is a single C4H7NO molecule, with properties calculated with ωB97M-V/def2-TZVPD.

* F_max: 1.3 eV Å⁻¹
* E_LUMO: 0.0375 Eh
* SMILES string: O[C@H]1C[C@H]2N[C@@H]12
* gap between HOMO and LUMO: 10.59 eV
* relative energy (zero: lowest compared OMol25 entry of this formula, charge and spin): 68.0 kcal per mole

```
! RIJCOSX wB97M-V def2-TZVPD def2/J DEFGRID3
* xyz 0 1
O -1.59 1.00 -0.74
C -0.76 -0.13 -0.75
C 0.77 0.14 -0.96
C 1.01 -0.25 0.52
N 0.08 0.58 1.30
C -0.40 -0.64 0.63
H -1.19 1.58 -0.06
H -1.21 -0.88 -1.40
H 1.06 1.14 -1.30
H 1.21 -0.60 -1.63
H 1.87 -0.78 0.92
H -0.11 0.31 2.25
H -0.75 -1.47 1.23
*
```

=====

[12]
Below is C6H21GaN4O2P as an isolated structure, with properties calculated with ωB97M-V/def2-TZVPD.

* F_max: 3.2 eV Å⁻¹
* E_LUMO: 0.1133 Eh
* gap between HOMO and LUMO: 6.39 eV

```
! RIJCOSX wB97M-V def2-TZVPD def2/J DEFGRID3
* xyz -1 1
N -2.29 -3.40 0.55
C -3.24 -2.45 -0.13
C -2.76 -1.96 -1.64
C -1.18 -1.50 -1.71
C -0.98 0.15 -1.53
Ga 1.00 0.43 -0.90
C 1.20 1.87 0.57
C 1.23 1.30 2.10
N 2.19 2.23 2.88
N 1.75 -0.11 2.26
N -0.11 1.41 2.82
P 2.19 1.22 -2.81
O 3.69 0.30 -3.02
O 2.73 2.86 -2.59
H -1.76 -2.81 1.26
H -2.88 -4.04 1.13
H -4.25 -3.05 -0.31
H -3.51 -1.56 0.58
H -2.90 -2.87 -2.37
H -3.41 -1.02 -1.92
H -0.80 -1.74 -2.79
H -0.48 -2.04 -0.93
H -1.74 0.49 -0.71
H -1.15 0.71 -2.56
H 1.64 -0.99 -0.55
H 2.17 2.50 0.37
H 0.29 2.63 0.47
H 1.84 3.19 2.61
H 2.09 2.07 3.91
H 2.76 -0.20 2.04
H 1.16 -0.82 1.78
H -0.83 0.80 2.35
H -0.43 2.41 2.89
H 4.37 0.78 -2.43
H 2.41 3.21 -1.69
*
```